Density functional theory data (wB97M-V/def2-TZVPD) for C27H41ClDyN3O4 as an isolated structure.

HOMO-LUMO gap (alpha / beta) = 0.191 / 0.214 Ha
energy relative to the best compared isomer or geometry (same formula, charge and spin) = 0.00 kcal per mole
LUMO (alpha / beta) = 0.0298 / 0.1304 eV
E_HOMO (alpha / beta) = -0.1895 / -0.2090 Ha
electronic energy = -77931.5777 eV
maximum force = 0.0766 Eh/bohr
⟨S²⟩ = 9.42

```
! RIJCOSX wB97M-V def2-TZVPD def2/J DEFGRID3
* xyz 0 6
O 0.00585 -0.27666 -1.63524
C -0.57206 -0.20398 -2.87968
C -0.23228 1.10994 -3.58244
C 0.47120 2.14326 -2.95841
H 0.84373 2.00110 -1.94023
C 0.64465 3.36119 -3.62638
H 1.17131 4.17333 -3.12161
C 0.14971 3.53130 -4.92150
H 0.27579 4.48349 -5.43485
C -0.49800 2.47028 -5.56569
H -0.86414 2.57359 -6.58769
C -0.67525 1.26198 -4.89670
H -1.19348 0.41393 -5.35627
H -0.20554 -1.01608 -3.53796
C -2.51751 -1.89126 -2.58478
C -2.08516 -0.46143 -2.74257
H -3.47743 -2.06182 -3.09879
H -2.66107 -2.14614 -1.52000
H -1.76787 -2.57400 -3.01232
C -2.92317 0.57985 -2.64101
C -4.37428 0.49492 -2.32937
H -2.54050 1.59763 -2.75533
H -4.95830 0.90747 -3.16051
H -4.58604 1.11367 -1.45214
H -4.73525 -0.51629 -2.11776
Dy -0.43843 -0.91963 0.38470
Cl -2.85072 -0.18440 0.66362
C -1.16666 -0.38088 3.39265
O -0.44007 -1.14911 2.68892
N -1.35435 -0.53077 4.68795
C -0.83231 -1.70161 5.38495
C -2.09890 0.46176 5.45795
H -1.69175 0.46552 2.92408
H -0.27948 -2.31818 4.67647
H -1.65872 -2.27567 5.82235
H -0.17327 -1.37652 6.19824
H -2.35601 1.29070 4.79127
H -1.48140 0.84038 6.28221
H -3.02228 0.03178 5.86911
H 5.00098 1.19699 -1.88121
H 4.78544 1.89668 0.41610
C 3.90483 1.16366 -1.88523
C 3.78511 1.49248 0.59110
N 3.41630 0.70161 -0.58167
H 3.56209 0.47337 -2.66354
C 2.57825 -0.32589 -0.49459
O 1.88254 -0.60726 0.52847
H 3.78582 0.85950 1.48278
H 2.48875 -0.92561 -1.41374
H 3.52423 2.17093 -2.11075
H 3.08495 2.32801 0.73781
H -0.15434 -6.36169 0.60961
H 2.02597 -6.38969 -1.04120
C -0.59170 -5.84153 -0.25026
C 1.44855 -5.72389 -1.69449
N 0.41848 -5.03291 -0.93087
H -1.41452 -5.20772 0.08502
C 0.46082 -3.72879 -0.77270
O -0.38259 -3.09766 -0.05017
H 2.10972 -4.97368 -2.13841
H 1.25700 -3.18150 -1.30073
H -0.96069 -6.59685 -0.94674
H 0.98506 -6.32159 -2.48730
C 0.07478 2.09530 0.88419
C 0.47001 2.50966 2.18152
C 1.31750 1.67700 2.97678
C 1.66100 2.03159 4.27272
C 1.21099 3.24146 4.82011
C 0.42340 4.10494 4.04225
C 0.05057 3.74885 2.75495
H 0.85324 1.82067 0.16180
H -0.89428 2.39807 0.48642
H 1.67029 0.73723 2.54506
H 2.29427 1.36214 4.86239
H 1.48174 3.50606 5.84139
H 0.10242 5.06463 4.45740
H -0.56753 4.41279 2.14058
*
```

The net atomic charges from Mulliken, expressed in e, are: 0.305, 0.436, -0.725, 0.454, 0.616, -1.128, 0.410, -0.479, 0.379, -0.714, 0.381, -0.122, 0.376, 0.198, -1.577, 0.224, 0.524, 0.139, 0.266, 0.125, -1.528, 0.350, 0.409, 0.267, 0.341, 0.327, -0.603, 0.417, -0.711, 0.325, -0.918, -0.915, 0.246, 0.223, 0.321, 0.315, 0.262, 0.315, 0.337, 0.352, 0.427, -1.001, -0.918, 0.293, 0.320, 0.040, -0.597, 0.294, 0.237, 0.343, 0.298, 0.324, 0.330, -0.955, -0.896, 0.222, 0.280, 0.863, -0.671, 0.267, -0.140, 0.336, 0.322, -0.987, 0.831, 0.076, -1.033, -0.525, -0.479, -0.538, -0.348, 0.395, 0.767, 0.425, 0.378, 0.378, 0.421